# 1
# C55H43AlNOP3S3

A structure of composition C55H43AlNOP3S3 (ωB97M-V/def2-TZVPD, the Open Molecules 2025 dataset).

Calculated values
Kohn-Sham gap: 7.59 eV
Highest occupied orbital energy: -7.210 eV
Max |F|: 0.99 eV/Å
Spin multiplicity: 1
Calculated total energy: -128243.5662 eV

Geometry (Å):
Al  -0.944  -0.257  -0.583
O  1.343  0.450  2.731
C  0.934  0.697  4.032
C  1.554  1.671  4.805
C  1.180  1.834  6.127
C  0.193  1.023  6.676
C  -0.471  0.118  5.866
C  -0.136  -0.038  4.521
P  -1.153  -1.086  3.375
C  -0.744  -2.729  4.090
C  0.303  -3.401  3.458
C  0.753  -4.624  3.931
C  0.139  -5.206  5.031
C  -0.908  -4.552  5.663
C  -1.339  -3.313  5.207
C  -2.812  -0.662  4.037
C  -3.833  -1.601  4.156
C  -5.106  -1.213  4.555
C  -5.384  0.120  4.807
C  -4.386  1.072  4.641
C  -3.113  0.684  4.261
C  2.599  -0.060  2.502
C  3.632  -0.066  3.438
C  4.895  -0.499  3.072
C  5.149  -0.936  1.780
C  4.105  -0.992  0.878
C  2.817  -0.589  1.233
P  1.525  -0.639  -0.078
C  1.739  -2.297  -0.812
C  2.260  -3.356  -0.069
C  2.323  -4.629  -0.615
C  1.857  -4.861  -1.901
C  1.302  -3.821  -2.632
C  1.231  -2.547  -2.089
C  2.369  0.583  -1.153
C  3.106  0.281  -2.285
C  3.790  1.288  -2.956
C  3.750  2.593  -2.494
C  3.018  2.899  -1.351
C  2.335  1.897  -0.684
H  2.307  2.315  4.368
H  1.665  2.591  6.730
H  -0.073  1.118  7.720
H  -1.279  -0.476  6.276
H  0.757  -2.961  2.575
H  1.573  -5.128  3.435
H  0.474  -6.170  5.394
H  -1.396  -5.007  6.516
H  -2.143  -2.807  5.724
H  -3.647  -2.640  3.914
H  -5.887  -1.958  4.650
H  -6.379  0.419  5.111
H  -4.605  2.122  4.792
H  -2.341  1.436  4.137
H  3.462  0.253  4.453
H  5.689  -0.481  3.808
H  6.147  -1.227  1.479
H  4.282  -1.353  -0.127
H  2.621  -3.191  0.938
H  2.736  -5.441  -0.030
H  1.913  -5.855  -2.327
H  0.912  -4.002  -3.625
H  0.763  -1.737  -2.637
H  3.142  -0.737  -2.655
H  4.357  1.049  -3.847
H  4.285  3.374  -3.019
H  2.985  3.915  -0.980
H  1.775  2.132  0.218
S  -5.008  -1.512  -0.561
C  -3.447  -1.039  -0.418
S  -2.099  -2.180  -0.513
S  -2.985  0.643  -0.183
N  -0.353  0.287  -2.175
P  -0.808  1.292  -3.262
C  -1.266  2.951  -2.664
C  -0.947  3.302  -1.357
C  -1.326  4.533  -0.840
C  -2.025  5.428  -1.637
C  -2.354  5.086  -2.941
C  -1.980  3.853  -3.452
C  0.514  1.545  -4.485
C  1.243  0.424  -4.879
C  2.220  0.525  -5.857
C  2.491  1.757  -6.440
C  1.781  2.880  -6.043
C  0.791  2.775  -5.073
C  -2.234  0.803  -4.291
C  -3.528  0.976  -3.795
C  -4.622  0.527  -4.516
C  -4.439  -0.089  -5.746
C  -3.159  -0.264  -6.248
C  -2.060  0.176  -5.524
H  -0.408  2.592  -0.744
H  -1.082  4.787  0.184
H  -2.325  6.389  -1.238
H  -2.911  5.779  -3.560
H  -2.258  3.582  -4.465
H  1.028  -0.530  -4.414
H  2.772  -0.355  -6.164
H  3.252  1.839  -7.205
H  1.994  3.842  -6.493
H  0.237  3.656  -4.775
H  -3.677  1.452  -2.836
H  -5.617  0.649  -4.107
H  -5.296  -0.429  -6.315
H  -3.013  -0.752  -7.204
H  -1.066  0.033  -5.925

Results of the Löwdin charge analysis, in e, for atoms 1 through 2:
1. Al -0.36
2. O -0.04


# 2
# C7H7O2

The ion C7H7O2 with charge +1 (ωB97M-V/def2-TZVPD, the Open Molecules 2025 dataset).

Calculated values
Kohn-Sham gap (alpha / beta): 8.20 / 8.20 eV
Energy relative to the best compared isomer or geometry (same formula, charge and spin): 67.0 kcal per mole
Highest occupied orbital energy (alpha / beta): -14.253 / -14.253 eV
Max |F|: 7.86 eV/Å
Spin multiplicity: 1
Charge: +1
Calculated total energy: -11454.6240 eV

Geometry (Å):
C  -2.684  -0.492  -0.245
C  -0.693  0.435  -1.677
C  -1.467  -0.567  0.372
C  -0.330  -0.190  -0.483
C  -2.183  -0.107  -1.623
C  0.841  0.168  -0.050
C  2.535  0.154  1.632
O  -2.130  -0.580  -2.756
O  1.355  -0.280  1.098
H  -3.705  -0.421  0.216
H  -0.509  0.963  -2.592
H  -1.210  -0.544  1.502
H  1.573  0.696  -0.701
H  2.674  1.155  1.196
H  2.597  0.111  2.795
H  3.337  -0.504  1.318

Results of the Löwdin charge analysis, in e, for atoms 1 through 2:
1. C 0.08
2. C 0.24


# 3
# C46H55BN9O4S5Y

A structure of composition C46H55BN9O4S5Y (ωB97M-V/def2-TZVPD, the Open Molecules 2025 dataset).

Calculated values
Kohn-Sham gap (alpha / beta): 3.70 / 3.64 eV
Energy relative to the best compared isomer or geometry (same formula, charge and spin): 0.0 kcal per mole
Highest occupied orbital energy (alpha / beta): -0.346 / -0.286 eV
Max |F|: 10.86 eV/Å
Spin multiplicity: 1
Charge: -2
Calculated total energy: -126086.5514 eV

Geometry (Å):
Y  0.710  -0.942  1.249
C  -1.100  -1.875  -3.749
C  -0.272  -0.757  -3.150
C  0.553  -0.014  -3.999
C  1.343  1.024  -3.494
N  1.284  1.293  -2.164
N  0.487  0.630  -1.323
B  0.432  1.162  0.121
N  -0.980  1.615  0.542
N  -1.669  2.261  -0.398
C  -2.892  2.809  -0.185
C  -3.468  2.667  1.082
C  -2.787  1.977  2.090
C  -3.446  1.835  3.445
C  -1.503  1.447  1.801
S  -0.776  0.704  2.799
C  -3.587  3.584  -1.305
C  -2.722  3.592  -2.588
C  -3.806  5.046  -0.861
C  -4.944  2.930  -1.633
N  1.597  2.022  0.762
N  1.506  3.257  0.263
C  2.292  4.298  0.621
C  3.290  4.079  1.563
C  3.439  2.824  2.154
C  4.527  2.676  3.205
C  2.567  1.758  1.777
S  2.735  0.479  2.514
C  2.046  5.685  0.019
C  3.289  6.143  -0.768
C  1.743  6.694  1.149
C  0.829  5.667  -0.936
C  -0.314  -0.422  -1.772
S  -1.169  -1.206  -0.866
C  2.220  1.876  -4.415
C  3.240  0.987  -5.154
C  1.324  2.604  -5.441
C  2.997  2.941  -3.610
H  -0.937  -1.975  -4.843
H  -2.179  -1.674  -3.582
H  -0.828  -2.841  -3.273
H  0.578  -0.245  -5.056
H  -4.442  3.092  1.285
H  -4.445  2.321  3.474
H  -2.811  2.309  4.223
H  -3.581  0.759  3.687
H  -1.737  4.070  -2.396
H  -3.226  4.160  -3.399
H  -2.544  2.556  -2.950
H  -2.833  5.529  -0.624
H  -4.451  5.104  0.041
H  -4.299  5.631  -1.667
H  -4.798  1.877  -1.958
H  -5.455  3.482  -2.451
H  -5.618  2.934  -0.751
H  3.936  4.895  1.861
H  5.093  3.619  3.362
H  5.251  1.896  2.889
H  4.076  2.389  4.178
H  4.180  6.208  -0.109
H  3.120  7.147  -1.213
H  3.512  5.428  -1.589
H  2.594  6.786  1.854
H  0.847  6.374  1.725
H  1.544  7.704  0.730
H  0.988  4.962  -1.776
H  0.648  6.676  -1.365
H  -0.091  5.355  -0.394
H  2.733  0.228  -5.785
H  3.892  0.459  -4.426
H  3.882  1.603  -5.820
H  0.763  1.885  -6.074
H  1.935  3.244  -6.114
H  0.586  3.253  -4.919
H  3.661  2.462  -2.858
H  2.297  3.616  -3.079
H  3.626  3.564  -4.282
S  2.377  -2.608  2.639
C  1.792  -1.922  4.066
S  0.550  -0.782  3.967
C  2.373  -2.324  5.420
C  3.406  -3.289  5.516
N  4.252  -4.070  5.680
C  1.899  -1.745  6.623
N  1.567  -1.318  7.652
O  2.557  -0.942  -0.062
H  3.505  -0.966  0.226
H  2.599  -0.917  -1.051
O  -0.426  -2.077  2.384
C  -4.862  -5.228  1.988
C  -3.564  -5.782  2.517
C  -3.505  -6.121  3.879
C  -2.326  -6.585  4.442
C  -1.192  -6.706  3.647
C  -1.207  -6.393  2.272
N  0.087  -6.424  1.661
C  0.421  -6.351  0.280
C  0.284  -7.493  -0.523
C  0.562  -7.440  -1.891
C  0.963  -6.239  -2.473
C  1.090  -5.093  -1.686
C  0.830  -5.133  -0.305
C  0.954  -3.878  0.525
O  1.274  -4.034  1.748
O  0.710  -2.774  -0.051
C  -2.414  -5.933  1.689
C  -2.496  -5.538  0.236
H  -5.601  -5.099  2.786
H  -5.292  -5.908  1.247
H  -4.702  -4.240  1.542
H  -4.377  -5.996  4.515
H  -2.273  -6.818  5.500
H  -0.256  -7.022  4.103
H  0.583  -5.601  2.080
H  -0.041  -8.424  -0.069
H  0.457  -8.332  -2.499
H  1.171  -6.186  -3.537
H  1.389  -4.148  -2.138
H  -2.175  -6.360  -0.406
H  -1.906  -4.637  0.050
H  -3.513  -5.314  -0.094

Results of the Löwdin charge analysis, in e, for atoms 1 through 2:
1. Y 0.70
2. C -0.08


Question: Which formula does entry 1 have?
Answer: C55H43AlNOP3S3


Question: Look up the calculated total energy of the first one.
Answer: -128243.5662 eV


Question: Which of these has the lowest max |F|?
Answer: C55H43AlNOP3S3